--- one ---
Entry from the Open Molecules 2025 dataset: the ion C5H8N with charge +1 (ωB97M-V with the def2-TZVPD basis set).

Net charge: +1
Structure (SMILES): CC1=C2[C@@H]1[C@H]2[NH3+]
Spin multiplicity: 1
Frontier orbital gap (alpha / beta) in Eh: 0.3348 / 0.3348

Cartesian coordinates (Å):
N (-0.773, -0.367, -1.780)
C (-0.356, 1.148, 0.171)
C (0.265, 0.100, 0.908)
C (-1.364, 0.297, -0.546)
C (1.440, 0.034, 1.798)
C (-1.032, -0.412, 0.756)
H (-2.463, 0.563, -0.567)
H (0.029, -0.810, -1.324)
H (2.507, 0.479, 1.463)
H (-0.568, 0.350, -2.515)
H (-1.280, -1.012, -2.304)
H (-0.524, 2.211, 0.421)
H (1.039, 0.647, 2.645)
H (1.605, -1.014, 2.164)

--- two ---
Entry from the Open Molecules 2025 dataset: the ion C5H8N with charge +1 (ωB97M-V with the def2-TZVPD basis set).

Net charge: +1
Structure (SMILES): CC1=C([NH3+])C=C1
Spin multiplicity: 1
Frontier orbital gap in Eh: 0.3309

Cartesian coordinates (Å):
N (-0.387, 0.349, 1.770)
C (0.830, 1.478, -1.060)
C (-0.119, -1.532, -1.275)
C (-0.564, -1.755, -0.062)
C (-0.255, -0.387, 0.431)
C (0.185, 0.223, -0.670)
H (0.450, 1.925, -1.986)
H (0.858, 2.134, -0.140)
H (0.171, 0.058, 2.514)
H (-0.063, -2.270, -2.175)
H (-1.032, -2.587, 0.536)
H (-0.559, 1.267, 1.319)
H (-1.345, 0.006, 2.022)
H (1.830, 1.092, -1.224)

--- three ---
Entry from the Open Molecules 2025 dataset: the ion C5H8N with charge +1 (ωB97M-V with the def2-TZVPD basis set).

Net charge: +1
Structure (SMILES): C=[N+]=C/C=C/C
Spin multiplicity: 1
Frontier orbital gap in Eh: 0.3326

Cartesian coordinates (Å):
N (2.069, -0.041, -0.010)
C (1.873, 1.093, -0.529)
C (-2.141, -0.004, -0.146)
C (0.056, -1.071, 0.381)
C (1.452, -0.974, 0.593)
C (-0.652, 0.011, -0.007)
H (-2.631, -1.007, 0.056)
H (-2.740, 0.671, 0.410)
H (-0.563, -1.667, 0.993)
H (-0.098, 0.880, -0.366)
H (2.090, 1.388, -1.512)
H (2.003, -1.680, 1.160)
H (-2.315, 0.437, -1.124)
H (1.597, 1.966, 0.099)

Most stable structure: three

--- one ---
Entry from the Open Molecules 2025 dataset: an isolated molecule of C3H8O2 (ωB97M-V with the def2-TZVPD basis set).

Structure (SMILES): CC(C)OO
Spin multiplicity: 1
Frontier orbital gap in Eh: 0.4112

Cartesian coordinates (Å):
O (2.249, 0.719, -0.187)
O (0.869, 0.927, -0.609)
C (0.105, -1.340, -0.310)
C (0.066, 0.085, 0.226)
C (-1.354, 0.635, 0.214)
H (-0.574, -1.995, 0.244)
H (-0.165, -1.366, -1.371)
H (-1.969, 0.149, 0.979)
H (-1.831, 0.480, -0.760)
H (2.393, 1.620, 0.156)
H (1.118, -1.750, -0.236)
H (0.448, 0.120, 1.254)
H (-1.354, 1.715, 0.398)

--- two ---
Entry from the Open Molecules 2025 dataset: a cluster of 2 separate species, C3H8O2 in total (ωB97M-V with the def2-TZVPD basis set).

Structure (SMILES): CC=O.CO
Spin multiplicity: 1
Frontier orbital gap in Eh: 0.3996

Cartesian coordinates (Å):
O (-0.514, 1.332, 0.192)
O (-0.633, -1.058, 1.405)
C (1.379, -0.733, 0.098)
C (0.560, -1.189, 1.223)
C (-1.318, 1.305, -0.963)
H (1.156, -1.809, 1.897)
H (1.546, -1.817, -0.136)
H (-2.105, 0.553, -1.096)
H (-0.754, 0.554, 0.724)
H (0.833, -0.200, -0.673)
H (2.367, -0.315, 0.335)
H (-0.670, 1.150, -1.814)
H (-1.846, 2.227, -1.193)

Most stable structure: two

--- one ---
Entry from the Open Molecules 2025 dataset: a cluster of 3 separate species, C3H8O2 in total (ωB97M-V with the def2-TZVPD basis set).

Spin multiplicity: 1
Frontier orbital gap in Eh: 0.3635

Cartesian coordinates (Å):
O (1.584, -0.158, -0.181)
O (-0.063, -1.381, 1.136)
C (-0.868, -0.522, 0.816)
C (0.563, 0.327, -1.006)
C (-0.865, 0.020, -0.563)
H (-1.508, 0.894, -0.643)
H (0.749, -0.077, -1.990)
H (1.143, -0.950, 0.361)
H (-1.292, -0.765, -1.198)
H (0.366, 0.846, 1.691)
H (1.188, 0.888, 1.312)
H (0.722, 1.398, -1.068)
H (-1.776, -0.543, 1.410)

--- two ---
Entry from the Open Molecules 2025 dataset: a cluster of 2 separate species, C3H8O2 in total (ωB97M-V with the def2-TZVPD basis set).

Structure (SMILES): C=CO.CO
Spin multiplicity: 1
Frontier orbital gap in Eh: 0.3899

Cartesian coordinates (Å):
O (0.303, 0.426, -1.274)
O (0.569, -1.086, 1.481)
C (-0.586, -0.388, 1.748)
C (-1.587, -0.265, 0.899)
C (1.058, 0.936, -2.361)
H (-0.125, 1.128, -0.768)
H (1.711, 1.778, -2.102)
H (0.600, -1.916, 1.973)
H (0.402, 1.231, -3.178)
H (-2.394, 0.450, 1.000)
H (-0.537, 0.177, 2.680)
H (-1.673, -0.874, 0.008)
H (1.710, 0.128, -2.662)

--- three ---
Entry from the Open Molecules 2025 dataset: an isolated molecule of C3H8O2 (ωB97M-V with the def2-TZVPD basis set).

Structure (SMILES): OCCCO
Spin multiplicity: 1
Frontier orbital gap in Eh: 0.4123

Cartesian coordinates (Å):
O (2.296, -0.169, 0.565)
O (-2.470, 0.445, 0.259)
C (-1.293, -0.125, -0.264)
C (-0.022, 0.449, 0.318)
C (1.208, -0.165, -0.324)
H (-2.673, 0.007, 1.092)
H (0.003, 0.276, 1.385)
H (0.052, 1.540, 0.288)
H (3.103, -0.270, 0.040)
H (1.442, 0.374, -1.247)
H (0.954, -1.188, -0.651)
H (-1.275, -1.198, -0.111)
H (-1.323, 0.024, -1.349)

Most stable structure: three

--- one ---
Entry from the Open Molecules 2025 dataset: a cluster of 2 separate species, C3H8O2 in total (ωB97M-V with the def2-TZVPD basis set).

Structure (SMILES): C1CO1.CO
Spin multiplicity: 1
Frontier orbital gap in Eh: 0.4092

Cartesian coordinates (Å):
O (0.935, -1.177, -0.059)
O (0.149, 1.470, 0.309)
C (-0.408, 1.243, 1.604)
C (-1.223, 1.089, 0.401)
C (0.896, -1.609, -1.398)
H (-0.002, -1.261, -1.931)
H (-1.930, 1.867, 0.121)
H (-0.043, 0.353, 2.111)
H (0.878, -2.702, -1.389)
H (0.925, -0.204, -0.054)
H (1.776, -1.291, -1.974)
H (-1.443, 0.086, 0.042)
H (-0.508, 2.136, 2.217)

--- two ---
Entry from the Open Molecules 2025 dataset: a cluster of 2 separate species, C3H8O2 in total (ωB97M-V with the def2-TZVPD basis set).

Structure (SMILES): C=C(C)O.O
Spin multiplicity: 1
Frontier orbital gap in Eh: 0.3638

Cartesian coordinates (Å):
O (-0.196, 1.198, 0.006)
O (-2.781, 0.118, -1.401)
C (0.413, 0.008, 0.388)
C (-0.358, -1.075, 0.453)
C (1.904, 0.046, 0.553)
H (-2.199, -0.021, -2.156)
H (0.061, 1.926, 0.585)
H (0.173, -2.001, 0.647)
H (2.241, -0.980, 0.691)
H (2.284, 0.293, -0.446)
H (-2.383, 0.791, -0.825)
H (-1.391, -1.005, 0.154)
H (2.231, 0.703, 1.352)

Most stable structure: two

--- one ---
Entry from the Open Molecules 2025 dataset: a structure of composition C2H7N3S (ωB97M-V with the def2-TZVPD basis set).

Spin multiplicity: 1
Frontier orbital gap in Eh: 0.3332

Cartesian coordinates (Å):
S (-1.479, -2.469, -0.136)
N (-0.376, 0.725, -1.167)
N (-0.211, 0.249, 0.333)
N (0.162, -2.198, -0.010)
C (0.697, -0.966, 0.254)
C (0.376, 1.289, 0.755)
H (1.678, -0.924, 0.610)
H (1.637, 0.894, 1.478)
H (0.824, 1.997, -0.287)
H (-2.233, -1.102, -0.020)
H (-0.360, 2.223, 1.541)
H (-1.128, -0.072, -1.675)
H (0.412, 0.352, -1.676)

--- two ---
Entry from the Open Molecules 2025 dataset: an isolated molecule of C2H7N3S (ωB97M-V with the def2-TZVPD basis set).

Structure (SMILES): [H]/N=C(\CN)NS
Spin multiplicity: 1
Frontier orbital gap in Eh: 0.3486

Cartesian coordinates (Å):
S (2.241, -0.570, 0.173)
N (0.786, -1.324, -0.081)
N (-1.477, -1.534, -0.162)
N (0.248, 1.400, -0.334)
C (-0.535, 0.587, 0.551)
C (-0.490, -0.812, 0.162)
H (0.805, -2.285, -0.370)
H (-0.297, 1.611, -1.181)
H (0.471, 2.315, 0.046)
H (-2.380, -1.080, 0.043)
H (2.344, 0.192, -0.958)
H (-0.149, 0.675, 1.553)
H (-1.567, 0.825, 0.558)

Most stable structure: two

--- one ---
Entry from the Open Molecules 2025 dataset: a cluster of 2 separate species, C2H8N2S in total (ωB97M-V with the def2-TZVPD basis set).

Spin multiplicity: 1
Frontier orbital gap in Eh: 0.1941

Cartesian coordinates (Å):
S (-2.228, 0.290, 0.143)
N (2.438, 0.646, -1.818)
N (1.452, 0.257, 0.214)
C (-2.881, -0.746, 1.510)
C (1.388, 0.373, -1.074)
H (-2.920, -1.782, 1.169)
H (-2.268, -0.638, 2.400)
H (-3.917, -0.502, 1.756)
H (2.255, 0.447, 0.789)
H (0.544, 0.209, 0.704)
H (2.356, 0.616, -2.819)
H (0.383, 0.194, -1.463)
H (3.399, 0.635, -1.511)

--- two ---
Entry from the Open Molecules 2025 dataset: a cluster of 2 separate species, C2H8N2S in total (ωB97M-V with the def2-TZVPD basis set).

Structure (SMILES): [H]/N=C/N.CS
Spin multiplicity: 1
Frontier orbital gap in Eh: 0.3130

Cartesian coordinates (Å):
S (1.579, -1.345, -0.703)
N (-0.684, -1.056, 1.164)
N (-1.427, 1.045, 0.607)
C (1.910, 0.329, -1.295)
C (-1.628, -0.212, 1.087)
H (1.025, 0.962, -1.293)
H (-0.901, -1.880, 1.707)
H (0.597, -1.053, 0.370)
H (-2.186, 1.401, 0.044)
H (2.283, 0.314, -2.304)
H (-2.681, -0.489, 1.236)
H (-0.561, 1.125, 0.092)
H (2.675, 0.858, -0.713)

--- three ---
Entry from the Open Molecules 2025 dataset: a structure of composition C2H8N2S (ωB97M-V with the def2-TZVPD basis set).

Spin multiplicity: 1
Frontier orbital gap in Eh: 0.2697

Cartesian coordinates (Å):
S (-0.045, -2.841, -2.276)
N (1.164, -0.812, -0.538)
N (0.213, 0.758, 0.877)
C (-0.906, 1.554, 1.384)
C (0.141, -0.184, -0.048)
H (2.069, -0.568, -0.169)
H (-0.953, 2.515, 0.874)
H (-0.799, 1.679, 2.457)
H (-0.189, -1.990, -3.301)
H (0.885, -1.603, -1.362)
H (-1.838, 1.022, 1.198)
H (-0.825, -0.496, -0.435)
H (1.082, 0.965, 1.339)

Most stable structure: two

--- one ---
Entry from the Open Molecules 2025 dataset: a cluster of 2 separate species, C5H8Br2 in total (ωB97M-V with the def2-TZVPD basis set).

Spin multiplicity: 1
Frontier orbital gap (alpha / beta) in Eh: 0.3062 / 0.2945

Cartesian coordinates (Å):
Br (-3.422, 0.690, -0.541)
Br (-1.476, -1.886, -0.098)
C (0.477, 0.739, -1.299)
C (1.386, -0.168, -1.012)
C (2.919, 0.077, -1.096)
C (-2.091, 0.061, 1.939)
C (-2.119, -0.126, 0.479)
H (-1.366, -0.525, 2.474)
H (-3.048, -0.002, 2.354)
H (-1.660, 1.106, 2.091)
H (3.022, 1.114, -1.602)
H (3.473, -0.825, -1.403)
H (1.228, -1.260, -1.005)
H (3.192, 0.212, -0.010)
H (-0.516, 0.791, -1.270)

--- two ---
Entry from the Open Molecules 2025 dataset: a structure of composition C5H8Br2 (ωB97M-V with the def2-TZVPD basis set).

Spin multiplicity: 1
Frontier orbital gap in Eh: 0.3213

Cartesian coordinates (Å):
Br (2.739, 1.311, 0.320)
Br (2.002, -1.741, 0.083)
C (1.655, -0.014, -0.550)
C (-0.478, 0.537, 0.275)
C (-1.040, -0.399, 1.018)
C (1.674, 0.095, -2.038)
C (-2.389, -0.143, 1.623)
H (-2.344, 0.064, 2.681)
H (-2.738, 0.746, 1.357)
H (-0.750, 1.316, -0.433)
H (2.680, -0.007, -2.467)
H (-0.446, -1.148, 1.612)
H (1.276, 1.058, -2.460)
H (-2.931, -1.012, 1.502)
H (1.090, -0.662, -2.522)

Most stable structure: two

--- one ---
Entry from the Open Molecules 2025 dataset: a structure of composition C3H4N4 (ωB97M-V with the def2-TZVPD basis set).

Spin multiplicity: 1
Frontier orbital gap in Eh: 0.3108

Cartesian coordinates (Å):
N (0.069, -1.205, 0.449)
N (-1.034, 1.118, 0.893)
N (1.576, 0.025, -0.956)
N (-1.182, -0.972, -0.142)
C (0.779, -0.068, 0.069)
C (0.253, 0.737, 1.126)
C (-1.621, 0.272, 0.029)
H (-2.602, 0.498, -0.381)
H (1.946, 0.915, -1.258)
H (1.829, -0.805, -1.476)
H (0.080, -0.492, 1.649)

--- two ---
Entry from the Open Molecules 2025 dataset: an isolated molecule of C3H4N4 (ωB97M-V with the def2-TZVPD basis set).

Structure (SMILES): C1Cn2nnnc21
Spin multiplicity: 1
Frontier orbital gap in Eh: 0.3803

Cartesian coordinates (Å):
N (-1.952, 0.063, 0.126)
N (0.073, -0.657, -0.272)
N (-1.077, 1.068, 0.034)
N (-1.182, -1.004, 0.086)
C (1.649, -0.834, 0.083)
C (0.190, 0.636, -0.318)
C (1.635, 0.846, 0.067)
H (1.842, -1.219, 1.040)
H (1.763, 1.015, 1.156)
H (2.095, -1.712, -0.633)
H (2.418, 1.738, -0.376)

--- three ---
Entry from the Open Molecules 2025 dataset: a cluster of 2 separate species, C3H4N4 in total (ωB97M-V with the def2-TZVPD basis set).

Spin multiplicity: 1
Frontier orbital gap in Eh: 0.2796

Cartesian coordinates (Å):
N (-0.138, -0.299, 0.437)
N (-1.607, 1.270, -1.011)
N (-2.324, 0.801, -0.293)
N (1.000, -0.395, 0.239)
C (3.381, -0.362, -0.186)
C (-3.175, 0.177, 0.408)
C (2.137, 0.014, 0.177)
H (-4.192, 0.294, 0.059)
H (3.524, -1.341, -0.732)
H (4.105, 0.341, -0.147)
H (-2.710, -0.500, 1.049)

Most stable structure: two